Run one
2 unconnected molecules or ions with the total composition C4H11NP, computed with ωB97M-V with the def2-TZVPD basis set.

Properties
charge	+1
highest occupied orbital energy (spin up / spin down)	-12.6 / -12.6	eV
gap between HOMO and LUMO (spin up / spin down)	7.83 / 7.84	eV

```
17
C4H11NP, DFT ωB97M-V with the def2-TZVPD basis set
C 0.22 0.06 0.46
C 0.51 -0.99 1.41
C -1.13 1.70 1.71
C -0.36 1.23 0.43
N 0.16 -1.17 -2.47
P 1.20 0.32 -1.99
H 1.14 -0.80 2.28
H 0.87 -1.87 0.93
H -0.58 -1.30 1.81
H -0.90 2.81 1.84
H -2.20 1.38 1.59
H -0.85 1.14 2.60
H -0.26 2.02 -0.35
H -0.81 -0.75 -2.50
H 0.10 -1.97 -1.87
H 0.34 -1.64 -3.36
H 2.54 -0.16 -2.50
```

List of Löwdin charges in e, atom by atom:
1. C -0.21
2. C -0.10
3. C -0.06
4. C -0.22
5. N -0.16
6. P 0.87
7. H 0.10
8. H 0.06
9. H 0.16
10. H 0.11
11. H 0.10
12. H 0.06
13. H 0.08
14. H 0.12
15. H 0.09
16. H 0.11
17. H -0.11


Run two
A molecular structure, C4H11NP, computed with ωB97M-V with the def2-TZVPD basis set.

Properties
charge	+1
highest occupied orbital energy	-13.9	eV
gap between HOMO and LUMO	10.52	eV

```
17
C4H11NP, DFT ωB97M-V with the def2-TZVPD basis set
C 0.96 0.01 0.77
C 1.56 0.95 -0.25
C -0.34 0.06 0.07
C -0.89 -1.76 -0.36
N 0.37 0.62 -1.14
P -1.78 1.17 0.76
H 1.65 -0.86 0.80
H 0.93 0.44 1.81
H 1.33 1.97 0.02
H 2.49 0.82 -0.67
H -1.54 -2.06 0.48
H 0.00 -2.17 -0.43
H -1.52 -1.69 -1.27
H 0.01 1.45 -1.60
H 0.62 -0.04 -1.93
H -1.36 1.08 2.16
H -2.50 0.00 0.78
```

List of Löwdin charges in e, atom by atom:
1. C -0.20
2. C -0.07
3. C -0.56
4. C 0.08
5. N 0.05
6. P 0.90
7. H 0.13
8. H 0.13
9. H 0.13
10. H 0.11
11. H 0.06
12. H -0.01
13. H 0.07
14. H 0.16
15. H 0.21
16. H -0.06
17. H -0.13


Which one sits at the bottom of the stability order? run one does.


Run one
A molecular structure, CH3BrOS, computed with ωB97M-V with the def2-TZVPD basis set.

Properties
highest occupied orbital energy (spin up / spin down)	-10.0 / -9.8	eV
gap between HOMO and LUMO (spin up / spin down)	7.79 / 7.16	eV

```
7
CH3BrOS, DFT ωB97M-V with the def2-TZVPD basis set
C 0.19 0.21 -0.06
O 1.41 2.44 0.47
S 1.57 1.36 -0.46
Br 3.67 -0.52 0.07
H -0.85 0.53 -0.50
H 0.12 -0.11 1.00
H 0.62 -0.60 -0.73
```

List of Löwdin charges in e, atom by atom:
1. C -0.34
2. O -0.49
3. S 0.76
4. Br -0.10
5. H 0.09
6. H 0.06
7. H 0.02


Run two
CH3BrOS in the gas phase, computed with ωB97M-V with the def2-TZVPD basis set.

Properties
highest occupied orbital energy	-9.3	eV
gap between HOMO and LUMO	7.87	eV
SMILES	COSBr

```
7
CH3BrOS, DFT ωB97M-V with the def2-TZVPD basis set
C 0.20 -0.66 -0.64
O -0.42 -0.47 0.67
S -1.30 0.77 1.11
Br 0.20 2.64 1.88
H 0.78 0.16 -1.04
H -0.39 -0.94 -1.52
H 0.94 -1.49 -0.46
```

List of Löwdin charges in e, atom by atom:
1. C -0.13
2. O -0.69
3. S 0.55
4. Br 0.01
5. H 0.07
6. H 0.09
7. H 0.10


Which one sits at the bottom of the stability order? run one does.